{"formula": "C18H47BN6O6P2", "method": "the ωB97M-V functional and the def2-TZVPD basis", "smiles": "CCOB(O)[C@H]1COC(=O)C1.CN(C)P(=O)(N(C)C)N(C)C.CN(C)P(=O)(N(C)C)N(C)C", "e_tot_ev": -59908.10429, "orbital_gap_ev": 8.51, "elements": ["C", "C", "O", "B", "O", "C", "C", "O", "C", "O", "C", "H", "H", "H", "H", "H", "H", "H", "H", "H", "H", "H", "C", "N", "C", "P", "O", "N", "C", "C", "N", "C", "C", "H", "H", "H", "H", "H", "H", "H", "H", "H", "H", "H", "H", "H", "H", "H", "H", "H", "H", "C", "N", "C", "P", "O", "N", "C", "C", "N", "C", "C", "H", "H", "H", "H", "H", "H", "H", "H", "H", "H", "H", "H", "H", "H", "H", "H", "H", "H"], "coordinates": [[7.148867, 0.915523, -0.675126], [6.833344, -0.311148, -1.543059], [5.459914, -0.431005, -1.930120], [4.932605, 0.635189, -2.583636], [5.691574, 1.499954, -3.341389], [3.362033, 0.901974, -2.404980], [2.722712, -0.350125, -1.780113], [2.821482, -0.264924, -0.365918], [3.358686, 0.928210, -0.010684], [3.744334, 1.134262, 1.115895], [3.342238, 1.882085, -1.200153], [7.843982, 0.596569, 0.100327], [7.654384, 1.665414, -1.275810], [6.279956, 1.305569, -0.150469], [7.517454, -0.344897, -2.389919], [7.053978, -1.194292, -0.947861], [5.187532, 2.314556, -3.407103], [2.814725, 1.224319, -3.284017], [1.652803, -0.382670, -2.021014], [3.079655, -1.303392, -2.160956], [4.281058, 2.432120, -1.117948], [2.502420, 2.570807, -1.155689], [-3.360459, 4.465843, -2.704505], [-2.000063, 4.006197, -2.861752], [-1.284802, 4.780051, -3.872708], [-1.379485, 2.420449, -2.567261], [-0.016495, 2.804491, -2.043525], [-1.976813, 1.701831, -1.092619], [-2.924470, 2.385923, -0.230887], [-0.917313, 1.159616, -0.233897], [-2.542226, 1.573477, -3.484142], [-2.448420, 1.720926, -4.935791], [-3.768139, 0.946901, -3.041040], [-4.025080, 4.168832, -3.532179], [-3.371995, 5.556355, -2.657490], [-3.807625, 4.141208, -1.770571], [-1.489640, 4.424913, -4.892081], [-0.208220, 4.724273, -3.704236], [-1.557490, 5.835084, -3.823383], [-2.550586, 3.361133, 0.112424], [-3.129299, 1.772741, 0.648990], [-3.898656, 2.520684, -0.702568], [-0.421154, 1.950760, 0.342502], [-0.156099, 0.641361, -0.813679], [-1.331448, 0.445630, 0.479355], [-3.072760, 2.545694, -5.301536], [-2.758364, 0.809288, -5.449046], [-1.418378, 1.915404, -5.239664], [-4.544835, 1.684910, -2.818354], [-3.612129, 0.308339, -2.175438], [-4.162214, 0.293410, -3.823873], [-0.612461, -2.530244, 5.561202], [-1.313671, -1.883963, 4.476142], [-2.225050, -0.851906, 4.962833], [-1.702950, -2.544384, 2.929116], [-1.541030, -1.292743, 2.103254], [-0.397153, -3.447718, 2.195237], [0.880679, -3.626714, 2.866606], [-0.114043, -3.055804, 0.812168], [-2.413132, -3.987765, 3.499553], [-3.709365, -3.846652, 4.160920], [-1.813416, -5.292821, 3.669567], [-1.239801, -3.229831, 6.137602], [-0.247888, -1.774335, 6.258895], [0.277002, -3.057233, 5.230859], [-3.186534, -1.267439, 5.294593], [-2.424389, -0.119147, 4.179361], [-1.787327, -0.307015, 5.800141], [1.359085, -2.670827, 3.118515], [1.561851, -4.185226, 2.221362], [0.797671, -4.236079, 3.767034], [0.486473, -2.139740, 0.761581], [-1.028962, -2.888387, 0.247756], [0.446828, -3.848219, 0.310114], [-3.600585, -3.722142, 5.245484], [-4.343505, -4.716514, 3.982516], [-4.249825, -2.981445, 3.773278], [-1.151748, -5.326487, 4.540468], [-1.268854, -5.612113, 2.784974], [-2.588980, -6.046931, 3.827567]], "forces_ev_per_angstrom": [[0.3446, -0.4720, -0.2193], [0.4563, -0.3977, 0.7283], [0.5400, 0.6458, -0.0776], [-0.9951, -0.0557, -0.8370], [0.1735, -0.0676, 0.6511], [0.8811, -0.6894, 1.0024], [-1.8302, 0.0167, -0.9399], [0.7545, 0.1618, 0.0357], [-0.3904, 0.0148, 1.0733], [-0.2910, 0.0056, -1.0263], [0.6724, -0.4897, -0.0190], [0.0947, 0.0796, 0.0545], [-0.2497, 0.3513, 0.0957], [-0.1443, 0.0839, -0.1281], [-0.2480, 0.0655, -0.2984], [-0.2143, -0.1919, -0.0657], [0.0867, 0.1919, -0.4780], [-0.0044, 0.2097, -0.0190], [-0.0658, 0.2000, 0.0972], [0.6366, 0.0129, 0.3575], [-0.1682, 0.4250, -0.0092], [-0.2008, -0.0913, 0.0299], [-0.4812, -0.4847, -0.3141], [0.6761, 0.4432, -0.1390], [0.4617, -0.1217, 0.1238], [-3.7055, 2.0905, 5.1536], [0.9666, -1.6238, -3.2455], [0.0080, -0.0706, 0.1324], [-0.3794, 0.0898, -0.1591], [0.2845, 0.0305, 0.0828], [2.1780, -0.3970, -1.7223], [-0.0690, 0.3562, -0.0234], [-0.1024, -0.6289, 0.4371], [-0.0414, 0.0252, 0.0315], [0.1723, 0.0112, -0.1160], [0.0516, -0.1675, -0.0796], [-0.0440, 0.1526, -0.0463], [-0.0285, -0.1158, 0.0160], [-0.1144, -0.0310, 0.0908], [-0.0715, 0.0058, 0.0327], [0.2121, -0.0608, 0.0034], [0.0573, 0.0625, -0.1187], [0.0990, -0.0277, -0.0544], [-0.0253, 0.0270, -0.0224], [-0.1958, -0.0009, -0.1193], [-0.0128, -0.0427, -0.0448], [0.0047, -0.0499, 0.0952], [-0.0016, 0.0720, 0.0094], [0.0374, 0.0357, 0.0652], [0.0575, 0.2268, 0.1221], [0.1803, 0.1333, -0.1734], [-0.2740, -0.6907, 0.1190], [-0.1937, 0.7246, -0.0689], [-0.0668, 0.2684, -0.4294], [6.2941, -0.9868, 1.5193], [-3.6564, -0.6010, -0.2690], [0.1877, -0.1241, -0.0886], [-0.0158, -0.1606, 0.3779], [-0.0974, 0.2946, -0.1161], [-2.3066, 1.2050, -0.9025], [0.1009, 0.2079, 0.2903], [0.2282, -0.4921, -0.5194], [0.0486, -0.0109, 0.0277], [-0.1509, 0.1289, -0.0538], [-0.1331, -0.0792, -0.1081], [0.0188, 0.0708, 0.1444], [-0.0068, -0.1000, -0.0633], [0.1124, -0.1012, 0.0099], [0.0600, -0.0442, 0.0224], [-0.0695, 0.1040, -0.1620], [-0.1151, 0.0782, 0.0516], [-0.0500, 0.0295, -0.0627], [-0.0056, 0.0090, 0.0446], [-0.0217, -0.1225, 0.1639], [-0.0479, -0.0403, 0.0000], [0.0714, -0.0298, -0.0775], [0.0313, 0.0485, 0.0434], [0.0589, 0.0514, -0.0265], [0.1576, 0.1970, 0.0593], [-0.1708, 0.2164, 0.0481]], "lowdin_charge": [-0.049, -0.201, 0.091, -0.656, 0.181, -0.123, -0.146, 0.037, -0.461, 0.113, -0.021, 0.077, 0.076, 0.073, 0.120, 0.116, 0.108, 0.136, 0.115, 0.128, 0.119, 0.121, -0.129, -0.305, -0.137, 0.715, -0.299, -0.318, -0.143, -0.131, -0.318, -0.130, -0.115, 0.079, 0.083, 0.048, 0.066, 0.070, 0.078, 0.092, 0.084, 0.053, 0.088, 0.057, 0.056, 0.078, 0.079, 0.076, 0.076, 0.082, 0.081, -0.128, -0.304, -0.135, 0.717, -0.299, -0.324, -0.143, -0.146, -0.318, -0.130, -0.116, 0.079, 0.084, 0.049, 0.065, 0.071, 0.078, 0.095, 0.082, 0.053, 0.076, 0.071, 0.079, 0.078, 0.079, 0.076, 0.077, 0.081, 0.081]}